# 1
Here is a molecular structure, H4N2O2S2 in a non-equilibrium geometry from the Open Molecules 2025 dataset. Energies are from ωB97M-V with the def2-TZVPD basis set.

ORCA input file:
```
! wB97M-V def2-TZVPD RIJCOSX def2/J DEFGRID3
* xyz 0 1
N 1.20 -1.30 0.13
H -0.08 1.41 -0.77
S 1.43 0.27 0.71
H -1.73 1.43 -1.05
H 1.35 -1.96 0.89
H 0.12 -1.45 0.09
O 1.42 1.13 -0.52
N -1.08 1.37 -0.40
O -1.34 -1.14 0.13
S -1.31 0.25 0.78
*
```

Values from the calculation:
HOMO level (spin up / spin down): -9.3 / -9.3 eV
Gap between HOMO and LUMO (spin up / spin down): 7.9 / 7.9 eV

# 2
Here is a single C10H19N3O4 molecule in a non-equilibrium geometry from the Open Molecules 2025 dataset. Energies are from ωB97M-V with the def2-TZVPD basis set.

ORCA input file:
```
! wB97M-V def2-TZVPD RIJCOSX def2/J DEFGRID3
* xyz 0 1
H 3.26 1.90 -1.45
C -1.43 1.48 1.11
O -1.05 2.77 0.80
C -3.95 0.39 0.38
H -3.50 1.26 0.16
H -5.01 0.34 0.00
H 5.08 -0.17 -1.08
O 4.63 -1.32 1.91
C 1.10 0.95 -0.42
C -4.04 -2.05 -0.41
H -0.82 2.85 -0.29
H -3.85 -2.84 0.62
C -3.25 -0.72 -0.45
H -1.88 -1.37 1.19
H 3.52 1.51 1.26
C -1.85 -1.10 0.11
N 3.43 0.90 -1.37
C -1.16 0.37 0.10
O -1.86 1.22 2.30
H -3.07 -0.37 -1.47
N 5.35 -0.41 -0.07
H 6.03 -1.41 -0.05
O 0.79 2.07 -1.01
H 2.70 0.07 1.63
H -3.55 -2.80 -1.17
H 2.35 -0.76 -0.93
C 3.31 0.36 0.87
C 2.48 0.32 -0.48
H 0.28 -0.82 0.38
H -5.22 -1.93 -0.58
H -3.93 0.09 1.41
H -1.53 0.83 -0.88
H 3.47 0.65 -2.38
C 4.49 -0.57 0.95
H -1.50 -1.82 -0.67
N 0.18 0.10 -0.01
*
```

Values from the calculation:
SMILES: CC(C)C[C@H](NC(=O)[C@@H](N)CC(N)=O)C(=O)O
HOMO level: -9.9 eV
Gap between HOMO and LUMO: 10.0 eV

# 3
Here is a single C6H10O molecule in a non-equilibrium geometry from the Open Molecules 2025 dataset. Energies are from ωB97M-V with the def2-TZVPD basis set.

ORCA input file:
```
! wB97M-V def2-TZVPD RIJCOSX def2/J DEFGRID3
* xyz 0 1
H 0.87 2.18 0.46
H 0.39 -1.54 -1.51
H -1.60 -1.16 0.83
C -0.01 -0.81 -0.81
C 0.78 -0.29 1.53
C -1.62 -0.89 -0.21
O -0.71 1.47 -0.60
H 1.23 1.78 -1.23
C 1.02 -0.01 0.06
C -1.05 0.19 -1.04
H 1.09 0.51 2.20
H 2.08 -0.19 -0.20
H -2.60 -1.18 -0.62
H -0.29 -0.42 1.67
C 0.68 1.45 -0.33
H -1.52 0.13 -2.02
H 1.27 -1.23 1.82
*
```

Values from the calculation:
SMILES: C[C@@H]1CO[C@@H]2C[C@H]12
HOMO level: -9.1 eV
Gap between HOMO and LUMO: 10.2 eV

Calculated energy relative to the best compared isomer or geometry (same formula, charge and spin), 10.77, 134.05, 56.60 kcal per mole (same order as the records).
Calculated E_tot, -1058.69033, -857.54294, -309.75218 Ha (same order as the records).